# C5H9NO

The molecule C5H9NO (ωB97M-V with the def2-TZVPD basis set, the Open Molecules 2025 dataset).

Results
DFT total energy = -325.75939 a.u.
Lowest unoccupied orbital energy = 0.99 eV
SMILES string = C=C=CN(C)OC

Last column: Mulliken charge in e.
Geometry (Å):
H 2.690 0.535 0.867  0.29
H 1.691 0.347 2.314  0.39
H 0.518 0.688 -2.606  0.27
H -0.638 1.025 -1.290  0.26
C -0.419 -0.591 1.016  -0.04
O 0.924 -0.277 -0.903  -0.35
H 0.984 1.780 -1.276  0.26
H 1.322 1.636 1.156  0.32
H -0.534 -0.447 2.083  0.33
H -3.129 -0.810 -0.890  0.25
C -1.420 -1.011 0.284  0.01
N 0.870 -0.367 0.544  0.10
H -2.547 -2.524 -0.586  0.23
C -2.403 -1.464 -0.426  -0.76
C 0.418 0.879 -1.539  -0.60
C 1.673 0.601 1.255  -0.97

***

# C37H81F2O23PS6Si2

A cluster of 7 separate species, C37H81F2O23PS6Si2 in total (ωB97M-V with the def2-TZVPD basis set, the Open Molecules 2025 dataset).

Results
DFT total energy = -6697.93029 a.u.
Lowest unoccupied orbital energy = 0.24 eV
SMILES string = CCC(=O)OCC[Si@](CC)(CP(=O)(O)O)C(F)(F)CC[Si](C)(C)c1ccccc1.CCOS(C)(=O)=O.CCOS(C)(=O)=O.CCOS(C)(=O)=O.CCOS(C)(=O)=O.CCOS(C)(=O)=O.CCOS(C)(=O)=O

Last column: Mulliken charge in e.
Geometry (Å):
C -0.663 -5.487 0.896  -0.81
C 4.529 -10.151 -3.925  -0.33
C 0.544 -4.979 -0.027  0.07
H 5.540 -9.650 -5.767  0.39
H 6.407 7.342 0.056  0.12
H 0.494 -0.997 3.822  0.23
H -3.841 -5.723 0.195  0.17
H -5.793 3.312 -2.031  0.26
S -7.115 6.674 -2.210  1.22
H -4.012 9.641 2.685  0.33
H 1.361 -8.150 -0.917  -0.17
H 5.517 4.387 -3.639  0.37
H 7.026 3.678 8.445  0.39
H 5.350 8.802 -2.412  0.29
O 1.604 -9.892 -3.261  -0.66
C -4.576 8.632 0.851  -0.84
C 2.267 -0.105 1.233  -0.34
H 5.646 5.652 8.011  0.28
H -3.727 7.945 0.874  0.20
H 4.194 -8.575 -5.371  0.29
C -5.483 3.900 -2.898  -0.97
H 4.895 4.280 7.205  0.29
C -3.158 -6.368 2.324  -0.35
O -7.539 5.188 -2.686  -0.28
C 0.623 2.456 1.720  0.65
H -5.728 7.178 5.651  0.35
O 5.856 5.674 5.990  -0.30
C 2.321 -8.637 -1.079  -0.36
H 2.336 -9.609 -0.587  0.35
H -1.166 -9.716 -1.289  0.27
O -1.728 -8.340 2.077  -0.60
C 5.414 6.338 3.576  -0.91
H 2.771 2.815 4.069  0.26
H -5.854 -10.473 -4.309  0.37
C -4.770 -10.577 -4.349  -0.96
H -2.520 4.368 1.707  0.23
H -5.183 -6.103 1.419  0.33
H -0.572 -9.123 -3.674  0.18
H 4.257 3.438 -2.803  0.37
H -2.098 -2.371 -3.424  0.27
H 3.127 -8.003 -0.713  0.38
O 6.824 4.232 4.210  -0.64
H -1.712 -7.785 -3.618  0.32
C -0.774 2.931 2.195  -0.44
H -0.097 0.086 -2.344  0.33
C 5.777 4.928 7.204  -0.30
H 4.530 6.884 3.905  0.37
H 4.353 8.131 -1.126  0.28
C 5.288 7.995 -1.678  -0.30
H 6.565 9.066 -0.304  0.39
S -4.333 7.093 3.749  1.17
S 2.526 -8.876 -2.823  1.28
P 1.550 -1.300 -2.978  0.91
C -1.496 -3.124 -1.400  0.25
H -6.383 5.155 -4.420  0.33
H 5.366 -10.771 -3.598  0.28
Si 1.603 1.038 2.623  0.41
O 5.271 6.772 -2.411  -0.29
H -3.775 -7.025 3.030  0.36
H -7.283 3.692 -4.038  0.27
H -6.298 5.982 4.440  0.31
C 1.320 3.077 0.451  -0.18
H 3.424 -0.066 1.301  0.49
H 7.410 7.853 -1.294  0.26
O 4.348 4.207 4.657  -0.57
H 5.706 -8.427 -4.486  0.26
O -5.386 8.127 3.092  -0.27
H 3.795 4.878 -3.754  0.33
H -8.931 6.401 -0.727  0.32
S -4.060 -9.258 -3.404  1.19
H 3.782 -10.821 -4.360  0.31
O -6.885 7.491 -3.373  -0.67
H -4.813 4.683 -2.535  0.27
H 2.338 2.741 0.065  0.29
C 1.834 -1.647 1.345  -1.22
H -2.169 -8.275 -1.214  0.28
O 5.821 4.894 -0.876  -0.62
C 6.488 8.072 -0.752  -0.81
C -4.152 -5.614 1.294  -0.81
H -2.290 -4.185 -3.244  0.28
C 1.673 -2.895 -1.992  -0.57
H 2.026 0.316 0.182  -0.03
C 0.358 -1.974 0.818  1.68
O -4.261 -8.021 -4.113  -0.64
H -1.248 2.452 3.108  0.26
H 3.172 0.011 -3.816  0.31
C 5.024 -9.145 -4.948  -0.99
H 2.560 -2.251 0.674  0.43
H -2.098 -4.013 -0.966  -0.32
O 3.445 5.687 -1.110  -0.59
H 7.152 3.329 6.716  0.29
H 2.712 -3.008 -1.531  0.57
O -3.309 7.837 4.435  -0.67
H 1.583 -5.114 0.430  0.53
C 2.931 1.698 3.830  -1.11
H 3.996 1.465 3.494  0.30
H 0.530 -5.643 -0.979  -0.18
H -1.421 5.446 -0.495  0.37
O -1.285 -6.722 0.435  0.16
H -4.422 -10.500 -5.378  0.31
H -2.670 -5.550 2.976  0.22
O 0.866 0.006 -2.138  -0.44
H 6.307 6.955 3.664  0.36
S 4.748 5.434 -1.668  1.30
H 1.991 -2.054 2.415  0.35
H -8.563 8.117 -1.055  0.37
O -4.452 -9.417 -2.028  -0.60
C 0.604 4.187 -0.375  -0.46
H -0.589 -3.550 -3.509  0.23
H -1.459 -4.665 1.032  0.22
H 7.926 4.769 7.365  0.26
C 4.561 4.436 -3.119  -1.07
H -5.426 8.080 0.446  0.23
H 1.576 -3.755 -2.761  0.46
H 2.760 1.159 4.842  0.34
H 5.288 6.006 2.545  0.27
H 1.070 4.653 -1.320  0.23
O -2.516 -9.709 -3.561  -0.28
F -0.360 -2.545 1.959  -0.36
H -0.239 -5.701 1.952  0.46
C -1.585 -3.302 -3.018  -0.95
H -4.470 -11.527 -3.907  0.31
C 0.246 0.104 3.662  -1.13
O 4.014 -9.505 -2.762  -0.27
C -1.495 -8.776 -3.207  -0.42
F -0.405 -0.805 0.442  -0.25
O 2.593 -7.584 -3.455  -0.62
C -5.430 6.397 4.952  -1.00
H -0.770 0.250 3.149  0.21
C -4.887 9.158 2.240  -0.40
C -0.808 4.665 0.063  -0.54
H -5.671 9.916 2.169  0.29
H -4.895 5.607 5.479  0.37
S 5.609 4.900 4.591  1.15
H -2.081 -2.187 -1.059  0.53
O -4.014 6.077 2.780  -0.50
C -1.464 4.052 1.337  -0.27
H 0.176 0.651 4.673  0.39
O 3.179 -0.838 -3.315  -0.56
C -2.006 -7.216 1.586  0.37
C -6.688 4.497 -3.601  -0.36
Si 0.285 -3.171 -0.699  -1.68
C -8.672 7.127 -1.497  -0.98
H -4.918 3.260 -3.579  0.39
H -0.429 -8.108 -1.454  -0.87
H -4.330 9.453 0.174  0.43
C 7.044 4.130 7.451  -0.98
O -6.143 6.563 -1.155  -0.55
H -4.292 -4.509 1.592  0.23
O 0.855 -1.430 -4.340  -0.69
C -1.299 -8.714 -1.704  0.34
H -9.427 7.148 -2.282  0.35

***

# C31H30BrF10N2O10S2

A structure of composition C31H30BrF10N2O10S2 (ωB97M-V with the def2-TZVPD basis set, the Open Molecules 2025 dataset).

Results
DFT total energy = -6430.11141 a.u.
Lowest unoccupied orbital energy = 0.81 eV
Charge = -1

Last column: Mulliken charge in e.
Geometry (Å):
C 3.408 -1.533 1.226  -0.46
F -8.938 1.153 1.411  -0.28
C 4.565 -0.841 0.403  -0.59
H 3.253 -2.556 0.781  0.21
C -0.389 1.839 -2.213  -0.19
F 2.678 -2.062 -2.592  -0.20
H -3.671 -0.417 2.394  0.21
F -6.871 1.680 0.809  -0.26
H -5.081 0.172 -3.493  0.44
H 1.309 5.230 4.250  0.31
O 0.220 -0.491 2.488  -0.44
C 1.646 3.142 0.947  0.24
H -7.233 0.657 2.516  0.25
C 0.646 2.280 0.093  0.49
H 5.093 -0.109 1.087  0.25
C -4.554 -2.491 2.409  -0.18
C -6.174 -0.241 -1.563  -0.83
H -7.211 -0.142 -1.964  0.40
H -4.017 -2.816 3.349  0.40
H 2.170 5.714 1.500  0.34
C -3.690 -0.179 -1.764  0.88
H 1.764 -1.734 2.951  0.54
C -0.132 0.868 2.202  -0.97
C -4.593 -0.973 2.074  -0.77
C 0.743 4.005 1.965  -0.90
O 3.626 -4.377 -0.897  -0.66
C -7.633 0.705 1.476  0.22
C -6.083 -0.542 -0.126  0.04
C -1.256 0.812 -1.656  0.81
C 1.438 3.651 -2.070  -1.70
C 0.571 2.578 -1.356  0.32
C -0.221 1.215 0.682  0.72
F 5.415 -7.113 -5.236  -0.24
H 1.130 6.015 -2.078  0.34
O 5.404 -3.276 -2.146  -0.66
F -7.382 -1.714 1.608  -0.25
N -5.122 -3.409 1.725  -0.54
C 0.643 5.009 -2.293  0.07
H 2.182 3.917 0.332  0.52
C -3.595 -0.487 -0.321  0.84
O 5.016 -7.268 -1.481  -0.65
H -0.300 3.992 1.540  0.29
O -2.124 -0.402 -3.609  -0.48
N 4.362 -5.410 -3.136  -0.32
C -7.422 -0.681 0.689  0.60
H 1.685 3.295 -3.114  0.58
O -1.883 -1.480 1.059  -0.50
H 3.678 2.984 1.738  0.45
H 5.331 -1.623 0.127  0.37
H 0.427 6.151 1.418  0.26
C 2.771 2.308 1.678  -0.92
C -2.322 0.033 -2.508  -0.45
C 1.182 5.540 1.996  -0.33
C -2.152 -0.588 0.296  -0.54
H 3.075 1.452 1.026  -0.39
C 1.102 6.037 3.492  -1.13
H 2.187 0.005 3.152  0.33
F -8.509 -0.916 -0.135  -0.33
H 0.750 3.583 3.002  0.31
O -0.487 5.054 -2.714  -0.42
C 1.611 -0.709 2.495  -0.70
C -4.986 -0.055 -2.408  -1.04
H -4.938 -4.296 2.217  0.26
C 3.009 -3.237 -3.150  0.67
F 5.883 -8.781 -3.944  -0.22
H 2.418 3.869 -1.582  0.44
S 4.258 -4.153 -2.177  0.99
C -4.761 -0.674 0.539  0.69
H 4.078 0.728 -0.717  0.23
H 0.545 1.530 2.794  0.24
O 2.159 -0.801 1.169  0.17
C 5.126 -7.675 -4.046  0.65
O 6.788 -6.167 -2.735  -0.65
F 3.845 -8.086 -4.127  -0.24
O 4.007 -0.236 -0.766  -0.45
H -1.168 1.022 2.629  0.34
F 3.439 -2.967 -4.400  -0.26
H 3.783 -1.657 2.282  0.41
C -1.159 0.507 -0.207  0.29
H -5.460 -0.482 2.593  0.24
F 1.865 -3.934 -3.295  -0.25
Br -0.578 2.225 -4.134  -0.16
H 1.815 6.875 3.736  0.33
H 0.074 6.435 3.735  0.29
S 5.391 -6.516 -2.653  1.03
H 2.531 2.028 2.730  0.28

***

# C21H53N11O22S

A cluster of 12 separate species, C21H53N11O22S in total (ωB97M-V with the def2-TZVPD basis set, the Open Molecules 2025 dataset).

Results
DFT total energy = -3486.95016 a.u.
Lowest unoccupied orbital energy = -1.22 eV
SMILES string = C[N+](=O)[O-].C[N+](=O)[O-].C[N+](=O)[O-].C[N+](=O)[O-].C[N+](=O)[O-].C[N+](=O)[O-].C[N+](=O)[O-].O=S1(=O)OCCO1.CN(C)C=O.CN(C)C=O.CN(C)C=O.CN(C)C=O

Last column: Mulliken charge in e.
Geometry (Å):
C -6.909 6.739 -16.368  -0.48
O -7.348 9.000 -16.007  -0.56
N -6.185 6.791 -8.844  0.75
O -5.342 4.325 -14.035  -0.13
H -7.868 6.226 -16.327  0.38
H -8.834 3.794 -6.864  0.35
C -8.485 -0.946 -11.976  -1.22
H -3.032 -3.021 -14.912  0.35
H -3.521 6.178 -16.432  0.21
H -7.467 3.765 -10.006  -0.05
C -2.844 -2.068 -15.402  -0.97
C -9.592 -0.728 -14.148  0.08
O -6.889 7.775 -14.323  -0.54
C -4.801 6.912 -9.419  -0.58
C -0.680 6.151 -8.275  0.06
H 0.292 6.948 -11.204  0.36
H -7.003 -2.319 -13.989  0.29
H -0.348 3.840 -9.661  0.48
H -7.094 2.068 -10.013  0.23
H -1.865 4.361 -10.367  0.33
H -9.507 4.497 -8.337  0.32
H -8.354 3.793 -18.720  0.39
H -8.122 2.141 -20.308  0.31
H -6.646 7.058 -17.371  0.40
H -4.962 1.078 -13.540  -0.42
O 0.246 1.179 -12.159  -0.60
C -7.426 3.615 -18.182  -0.95
O -4.414 3.307 -19.863  -0.61
C -8.996 1.502 -8.141  0.06
H -4.496 7.901 -9.092  0.42
C -0.564 7.094 -10.532  -0.96
O -10.590 7.853 -11.835  -0.57
H -8.239 7.437 -12.499  0.39
N -2.143 5.761 -14.943  0.87
C -3.214 6.652 -15.504  -0.41
O -4.909 4.444 -18.105  -0.63
H -4.028 6.529 -14.789  0.02
H -9.442 1.556 -7.136  0.27
H -7.063 -0.799 -15.018  0.19
H -7.682 -1.541 -11.539  0.39
O -4.184 -1.124 -13.788  -0.50
C -4.099 2.311 -17.748  0.90
H -0.536 8.089 -10.110  0.33
O -10.875 5.714 -11.947  -0.58
N -8.497 -1.004 -13.424  0.24
N -0.654 5.971 -9.614  0.16
H -9.379 -0.872 -15.218  0.35
O -4.852 2.751 -12.354  -0.40
H -7.760 4.534 -7.751  0.21
H -6.443 -0.797 -13.376  0.14
H -6.993 0.810 -20.053  0.35
O -4.333 -0.318 -15.769  -0.43
C -8.658 3.943 -7.942  -0.87
O -7.099 6.350 -9.499  -0.40
C -8.756 6.495 -12.412  -0.22
C -5.174 3.049 -14.631  1.36
H -2.538 1.776 -11.291  0.31
H -4.200 3.016 -15.113  -0.63
C -7.187 -1.241 -14.031  -0.69
O -2.320 4.561 -15.013  -0.47
N -4.557 3.405 -18.664  1.02
H -6.120 6.096 -15.988  -0.13
H -8.377 5.688 -11.796  -0.17
H -8.897 6.002 -13.374  0.25
S -5.010 4.400 -12.474  0.49
H -7.524 3.831 -17.120  0.13
N -10.177 6.717 -11.989  0.94
O -10.662 -0.423 -13.660  -0.61
H -4.286 6.178 -8.799  0.31
N -7.077 7.945 -15.502  0.91
N -8.531 2.668 -8.596  0.23
O -1.267 6.266 -14.281  -0.57
H -6.522 4.112 -18.539  0.52
H -5.017 2.002 -17.251  -0.91
H -5.946 2.959 -15.395  -0.38
H -8.648 2.518 -10.696  0.30
H -6.349 0.409 -17.964  0.40
N -0.719 1.899 -12.317  0.90
H -6.442 2.428 -20.314  0.33
H -1.866 -1.763 -15.035  0.32
C -7.918 2.782 -9.933  -0.52
H -2.127 0.255 -12.149  0.29
C -2.124 1.342 -12.193  -0.36
H -1.360 6.950 -11.273  0.26
H -4.760 6.762 -10.488  0.01
C -6.625 1.368 -17.495  -0.33
H -2.904 7.689 -15.510  0.35
H -9.358 -1.440 -11.545  0.41
H -2.887 -2.171 -16.481  0.33
O -6.315 7.318 -7.752  -0.54
N -3.866 -1.111 -14.971  0.93
O -6.462 1.558 -16.297  -0.59
O -0.589 7.181 -7.643  -0.59
H -6.460 1.942 -13.210  0.39
C -7.209 1.843 -19.790  -0.89
O -0.690 3.039 -12.764  -0.44
H -2.603 1.604 -13.129  -0.08
H -8.432 0.072 -11.588  0.41
H -3.589 1.530 -18.297  0.29
O -9.050 0.472 -8.792  -0.54
O -6.208 4.842 -11.844  -0.21
O -3.748 5.010 -12.171  -0.28
H -0.213 4.664 -11.102  0.35
C -0.830 4.659 -10.204  -1.18
N -7.202 2.177 -18.378  0.13
H -0.928 5.243 -7.702  0.36
H -3.465 2.861 -17.058  0.24
C -5.405 2.068 -13.477  0.10